A 10-piece molecular cluster, C72H115Br2N14 overall in a non-equilibrium geometry. Source: OMol25; level of theory: ωB97M-V with the def2-TZVPD basis set.

Last columns: bonded neighbours and bond lengths (Å).
CARTESIAN COORDINATES (ANGSTROEM)
1 C 0.2315 -4.1625 1.9266  C2 1.584, H11 1.090, H12 1.090, H13 1.090
2 C -0.3322 -2.6828 1.8768  C1 1.584, C3 1.572, H14 1.090, H15 1.090
3 C 0.0048 -2.0605 0.4730  C2 1.572, N4 1.622, H16 1.090, H17 1.090
4 N -0.5975 -0.6022 0.0965  C3 1.622, C5 1.564, C9 1.569, C10 1.553
5 C 0.4057 0.4090 0.7418  N4 1.564, C6 1.600, H18 1.090, H19 1.090
6 C -0.1907 1.8903 0.8468  C5 1.600, C7 1.508, H20 1.090, H21 1.090
7 C -1.5510 1.8581 1.4960  C6 1.508, C8 1.531, H22 1.090, H23 1.090
8 C -2.5492 0.9608 0.7586  C7 1.531, C9 1.572, H24 1.090, H25 1.090
9 C -1.9936 -0.5084 0.8074  N4 1.569, C8 1.572, H26 1.090, H27 1.090
10 C -0.6439 -0.3098 -1.4279  N4 1.553, H28 1.090, H29 1.090, H30 1.090
11 H 0.0642 -4.6902 0.9877  C1 1.090
12 H -0.2189 -4.8095 2.6793  C1 1.090
13 H 1.2851 -4.1248 2.2036  C1 1.090
14 H 0.0942 -2.0990 2.6926  C2 1.090
15 H -1.4001 -2.7356 2.0889  C2 1.090
16 H -0.3522 -2.8070 -0.2364  C3 1.090
17 H 1.0755 -1.9761 0.2872  C3 1.090
18 H 0.7301 0.1700 1.7546  C5 1.090
19 H 1.2603 0.3392 0.0688  C5 1.090
20 H 0.4149 2.4867 1.5291  C6 1.090
21 H -0.1810 2.3717 -0.1311  C6 1.090
22 H -1.5610 1.6208 2.5598  C7 1.090
23 H -2.0683 2.8175 1.4836  C7 1.090
24 H -3.5316 0.8503 1.2177  C8 1.090
25 H -2.6988 1.3301 -0.2559  C8 1.090
26 H -1.9584 -0.6795 1.8833  C9 1.090
27 H -2.6697 -1.1556 0.2488  C9 1.090
28 H -1.0464 0.6955 -1.5521  C10 1.090
29 H -1.1588 -1.1808 -1.8332  C10 1.090
30 H 0.3962 -0.3845 -1.7451  C10 1.090
31 C 2.1288 -5.9464 4.3395  C32 1.576, H41 1.090, H42 1.090, H43 1.090
32 C 1.5395 -5.3305 5.6654  C31 1.576, C33 1.508, H44 1.090, H45 1.090
33 C 0.9734 -3.9557 5.4138  C32 1.508, N34 1.544, H46 1.090, H47 1.090
34 N 0.5985 -3.0478 6.6047  C33 1.544, C35 1.586, C39 1.594, C40 1.498
35 C 1.9039 -2.6578 7.4162  N34 1.586, C36 1.564, H48 1.090, H49 1.090
36 C 2.9327 -1.8226 6.5854  C35 1.564, C37 1.550, H50 1.090, H51 1.090
37 C 2.2406 -0.5340 6.0736  C36 1.550, C38 1.504, H52 1.090, H53 1.090
38 C 0.9598 -0.8025 5.3320  C37 1.504, C39 1.536, H54 1.090, H55 1.090
39 C -0.0557 -1.7032 6.0517  N34 1.594, C38 1.536, H56 1.090, H57 1.090
40 C -0.4215 -3.6362 7.5308  N34 1.498, H58 1.090, H59 1.090, H60 1.090
41 H 2.6989 -6.7954 4.7167  C31 1.090
42 H 2.8169 -5.2491 3.8617  C31 1.090
43 H 1.3824 -6.2516 3.6061  C31 1.090
44 H 2.3278 -5.2825 6.4167  C32 1.090
45 H 0.7852 -5.9988 6.0808  C32 1.090
46 H 0.0581 -3.8391 4.8335  C33 1.090
47 H 1.7463 -3.3367 4.9584  C33 1.090
48 H 2.3038 -3.6137 7.7544  C35 1.090
49 H 1.6020 -2.0758 8.2870  C35 1.090
50 H 3.3238 -2.3485 5.7145  C36 1.090
51 H 3.9328 -1.6769 6.9936  C36 1.090
52 H 2.9121 -0.1034 5.3308  C37 1.090
53 H 2.0606 0.2561 6.8025  C37 1.090
54 H 1.2269 -1.0843 4.3135  C38 1.090
55 H 0.4685 0.1607 5.1944  C38 1.090
56 H -0.9392 -1.9838 5.4783  C39 1.090
57 H -0.5650 -1.2094 6.8793  C39 1.090
58 H -1.2456 -3.7059 6.8207  C40 1.090
59 H -0.5310 -3.2624 8.5488  C40 1.090
60 H -0.2520 -4.7006 7.6935  C40 1.090
61 C 3.6549 1.7147 -1.9119  N62 1.540, H75 1.090, H76 1.090, H77 1.090
62 N 4.2974 2.4826 -3.0822  C61 1.540, C63 1.338, C67 1.385
63 C 4.0183 2.1049 -4.3348  N62 1.338, C64 1.385, H78 1.080
64 C 4.6747 2.7799 -5.3500  C63 1.385, C65 1.394, H79 1.080
65 C 5.4758 3.9121 -5.2138  C64 1.394, C66 1.413, C68 1.527
66 C 5.6709 4.3551 -3.8860  C65 1.413, C67 1.403, H80 1.080
67 C 5.1682 3.5377 -2.8632  N62 1.385, C66 1.403, H81 1.080
68 C 6.2808 4.5887 -6.3215  C65 1.527, C69 1.402, C73 1.432
69 C 7.3300 3.9389 -6.9870  C68 1.402, C70 1.377, H82 1.080
70 C 8.0866 4.6410 -7.8979  C69 1.377, N71 1.369, H83 1.080
71 N 7.7628 5.9281 -8.2338  C70 1.369, C72 1.412, C74 1.405
72 C 6.7235 6.6204 -7.5755  N71 1.412, C73 1.365, H84 1.080
73 C 5.9691 5.9442 -6.6601  C68 1.432, C72 1.365, H85 1.080
74 C 8.7623 6.6389 -8.9195  N71 1.405, H86 1.090, H87 1.090, H88 1.090
75 H 4.4825 1.0814 -1.5922  C61 1.090
76 H 2.7987 1.1162 -2.2232  C61 1.090
77 H 3.4227 2.4564 -1.1477  C61 1.090
78 H 3.3927 1.2570 -4.5715  C63 1.080
79 H 4.3733 2.6091 -6.3729  C64 1.080
80 H 6.3525 5.1446 -3.6061  C66 1.080
81 H 5.3471 3.8791 -1.8543  C67 1.080
82 H 7.4400 2.8849 -6.7787  C69 1.080
83 H 8.9345 4.2028 -8.4033  C70 1.080
84 H 6.6492 7.6467 -7.9033  C72 1.080
85 H 5.1461 6.4201 -6.1477  C73 1.080
86 H 9.2262 5.9675 -9.6421  C74 1.090
87 H 9.3983 6.9175 -8.0792  C74 1.090
88 H 8.2459 7.4208 -9.4763  C74 1.090
89 C -4.4692 14.1034 -1.2454  N90 1.492, H103 1.090, H104 1.090, H105 1.090
90 N -4.3253 12.6315 -1.0467  C89 1.492, C91 1.381, C95 1.331
91 C -3.4885 12.1891 -0.0418  N90 1.381, C92 1.413, H106 1.080
92 C -3.2625 10.7949 -0.0610  C91 1.413, C93 1.390, H107 1.080
93 C -3.8135 9.9540 -1.0213  C92 1.390, C94 1.364, C96 1.437
94 C -4.7134 10.4740 -1.9051  C93 1.364, C95 1.368, H108 1.080
95 C -4.9379 11.8232 -1.9082  N90 1.331, C94 1.368, H109 1.080
96 C -3.7168 8.5205 -0.9811  C93 1.437, C97 1.386, C101 1.408
97 C -3.3393 7.6972 -2.0303  C96 1.386, C98 1.365, H110 1.080
98 C -3.2911 6.3338 -1.9951  C97 1.365, N99 1.302, H111 1.080
99 N -3.5818 5.7087 -0.8903  C98 1.302, C100 1.371, C102 1.550
100 C -4.0175 6.4546 0.1741  N99 1.371, C101 1.419, H112 1.080
101 C -4.1072 7.8701 0.2056  C96 1.408, C100 1.419, H113 1.080
102 C -3.7541 4.1745 -0.7545  N99 1.550, H114 1.090, H115 1.090, H116 1.090
103 H -3.5466 14.4693 -1.6959  C89 1.090
104 H -4.5489 14.4687 -0.2215  C89 1.090
105 H -5.2016 14.4293 -1.9839  C89 1.090
106 H -3.1372 12.8325 0.7513  C91 1.080
107 H -2.6095 10.3072 0.6478  C92 1.080
108 H -5.1086 9.8343 -2.6803  C94 1.080
109 H -5.6111 12.2446 -2.6401  C95 1.080
110 H -3.0396 8.1777 -2.9500  C97 1.080
111 H -2.9989 5.7369 -2.8463  C98 1.080
112 H -4.4942 5.9240 0.9850  C100 1.080
113 H -4.2869 8.3442 1.1592  C101 1.080
114 H -3.8066 3.8051 0.2697  C102 1.090
115 H -2.8382 3.8539 -1.2509  C102 1.090
116 H -4.5929 3.9383 -1.4093  C102 1.090
117 C 2.4291 -5.6983 -2.9196  N118 1.497, H131 1.090, H132 1.090, H133 1.090
118 N 3.2033 -5.9848 -1.6703  C117 1.497, C119 1.361, C123 1.381
119 C 3.2068 -5.1461 -0.5990  N118 1.361, C120 1.355, H134 1.080
120 C 3.9101 -5.3610 0.5387  C119 1.355, C121 1.437, H135 1.080
121 C 4.7758 -6.4983 0.6855  C120 1.437, C122 1.360, C124 1.481
122 C 4.8976 -7.3170 -0.3930  C121 1.360, C123 1.453, H136 1.080
123 C 4.0531 -7.0660 -1.5481  N118 1.381, C122 1.453, H137 1.080
124 C 5.4639 -6.6481 1.9881  C121 1.481, C125 1.419, C129 1.404
125 C 5.4079 -7.9536 2.5401  C124 1.419, C126 1.447, H138 1.080
126 C 5.8306 -8.2516 3.8911  C125 1.447, N127 1.324, H139 1.080
127 N 6.3518 -7.2295 4.5519  C126 1.324, C128 1.402, C130 1.485
128 C 6.5844 -5.9373 4.0602  N127 1.402, C129 1.427, H140 1.080
129 C 6.0485 -5.6401 2.7715  C124 1.404, C128 1.427, H141 1.080
130 C 6.9342 -7.5684 5.8752  N127 1.485, H142 1.090, H143 1.090, H144 1.090
131 H 2.4391 -6.5705 -3.5733  C117 1.090
132 H 3.0266 -4.8983 -3.3566  C117 1.090
133 H 1.4064 -5.4355 -2.6490  C117 1.090
134 H 2.5519 -4.2902 -0.6697  C119 1.080
135 H 3.8877 -4.7265 1.4124  C120 1.080
136 H 5.7068 -8.0277 -0.4739  C122 1.080
137 H 4.1404 -7.6426 -2.4572  C123 1.080
138 H 4.9201 -8.7075 1.9400  C125 1.080
139 H 5.6324 -9.1775 4.4105  C126 1.080
140 H 7.1617 -5.2949 4.7087  C128 1.080
141 H 6.1627 -4.6770 2.2964  C129 1.080
142 H 6.1993 -7.6447 6.6766  C130 1.090
143 H 7.6152 -6.7805 6.1971  C130 1.090
144 H 7.5831 -8.4327 5.7334  C130 1.090
145 C -2.2436 -7.8206 -0.9945  C146 1.474, H153 1.090, H154 1.090, H155 1.090
146 C -1.1010 -7.5712 -0.0974  C145 1.474, N147 1.467, H156 1.090, H157 1.090
147 N -1.5122 -7.1730 1.2532  C146 1.467, C148 1.370, C151 1.371
148 C -1.3475 -7.8185 2.4509  N147 1.370, C149 1.408, H158 1.080
149 C -2.0850 -7.1976 3.4772  C148 1.408, N150 1.343, H159 1.080
150 N -2.5318 -6.0905 2.8615  C149 1.343, C151 1.353, C152 1.401
151 C -2.1244 -5.9898 1.5750  N147 1.371, N150 1.353, H160 1.080
152 C -3.1930 -5.0909 3.5876  N150 1.401, H161 1.090, H162 1.090, H163 1.090
153 H -2.1704 -7.5703 -2.0528  C145 1.090
154 H -3.0437 -7.1087 -0.7918  C145 1.090
155 H -2.5992 -8.8507 -0.9708  C145 1.090
156 H -0.3706 -6.8826 -0.5222  C146 1.090
157 H -0.4700 -8.4532 0.0120  C146 1.090
158 H -0.6757 -8.6625 2.4001  C148 1.080
159 H -2.2702 -7.4565 4.5093  C149 1.080
160 H -2.3384 -5.2175 0.8510  C151 1.080
161 H -2.4431 -4.3312 3.8079  C152 1.090
162 H -3.6606 -5.5690 4.4483  C152 1.090
163 H -3.9199 -4.5551 2.9772  C152 1.090
164 C -3.2903 2.8282 -6.9101  C165 1.561, H172 1.090, H173 1.090, H174 1.090
165 C -2.4713 2.9176 -5.5847  C164 1.561, N166 1.416, H175 1.090, H176 1.090
166 N -1.6600 1.7890 -5.3132  C165 1.416, C167 1.336, C170 1.363
167 C -0.3382 1.6336 -5.2015  N166 1.336, C168 1.417, H177 1.080
168 C 0.1075 0.3300 -4.8716  C167 1.417, N169 1.348, H178 1.080
169 N -1.0373 -0.3815 -4.8861  C168 1.348, C170 1.410, C171 1.472
170 C -2.1023 0.5243 -5.0654  N166 1.363, N169 1.410, H179 1.080
171 C -1.2072 -1.8195 -4.6200  N169 1.472, H180 1.090, H181 1.090, H182 1.090
172 H -4.1753 2.1946 -6.8523  C164 1.090
173 H -2.6240 2.4545 -7.6876  C164 1.090
174 H -3.7248 3.7674 -7.2524  C164 1.090
175 H -3.0089 3.0437 -4.6450  C165 1.090
176 H -1.7729 3.7477 -5.6904  C165 1.090
177 H 0.1205 2.6088 -5.2722  C167 1.080
178 H 1.0404 -0.1629 -4.6410  C168 1.080
179 H -3.1435 0.2401 -5.0270  C170 1.080
180 H -0.3281 -2.0935 -4.0368  C171 1.090
181 H -1.0135 -2.4350 -5.4984  C171 1.090
182 H -2.1083 -2.1589 -4.1091  C171 1.090
183 C -8.7594 1.0121 -1.2681  C184 1.519, H191 1.090, H192 1.090, H193 1.090
184 C -7.8080 0.1101 -0.5005  C183 1.519, N185 1.436, H194 1.090, H195 1.090
185 N -7.4203 0.6870 0.7558  C184 1.436, C186 1.348, C189 1.362
186 C -8.1861 0.7360 1.8638  N185 1.348, C187 1.376, H196 1.080
187 C -7.5299 1.5026 2.7986  C186 1.376, N188 1.416, H197 1.080
188 N -6.2684 1.8205 2.2389  C187 1.416, C189 1.355, C190 1.531
189 C -6.2677 1.3849 0.9563  N185 1.362, N188 1.355, H198 1.080
190 C -5.2521 2.7240 2.9419  N188 1.531, H199 1.090, H200 1.090, H201 1.090
191 H -9.2230 0.4953 -2.1084  C183 1.090
192 H -8.1955 1.7827 -1.7937  C183 1.090
193 H -9.4997 1.4480 -0.5973  C183 1.090
194 H -6.9206 -0.0461 -1.1140  C184 1.090
195 H -8.2350 -0.8846 -0.3730  C184 1.090
196 H -9.1833 0.3238 1.8172  C186 1.080
197 H -7.9120 1.8824 3.7346  C187 1.080
198 H -5.4366 1.5310 0.2822  C189 1.080
199 H -5.5675 3.1587 3.8904  C190 1.090
200 H -4.9825 3.6041 2.3580  C190 1.090
201 H -4.3673 2.1078 3.1016  C190 1.090
202 Br -4.5471 0.8853 -2.4999  no bonds
203 Br 0.2511 4.1416 -2.4925  no bonds

The value obtained for the HOMO energy (spin up / spin down) is -17.83 / -20.30 eV. Its net charge is +8. Its expectation value of S² is 0.772. As for the energy: -237384.4855 eV. As for the multiplicity: 2.